No. 1
{
  "formula": "C27H19Br2EuIN4O2PS2",
  "method": "the ωB97M-V functional and the def2-TZVPD basis",
  "elements": ["Eu", "S", "C", "C", "N", "C", "S", "C", "N", "Br", "C", "Br", "H", "H", "O", "C", "O", "C", "C", "C", "C", "C", "C", "P", "C", "C", "C", "C", "C", "C", "C", "C", "C", "C", "C", "C", "H", "H", "H", "H", "H", "H", "H", "H", "H", "H", "H", "H", "H", "H", "I", "C", "C", "N", "N", "C", "H", "H", "H"],
  "coordinates": [[1.16628, -0.84126, 1.62163], [2.26671, -3.30579, 1.51589], [3.48822, -3.09327, 0.27694], [4.00062, -4.31708, -0.24839], [4.36456, -5.32319, -0.67366], [3.94430, -1.91013, -0.21616], [3.42570, -0.30567, 0.25716], [4.92980, -1.92445, -1.24923], [5.70109, -1.90515, -2.10385], [0.34282, -2.22912, 4.26498], [2.07893, -1.96508, 5.14080], [3.36971, -1.12845, 3.97477], [2.44390, -2.94150, 5.42765], [1.90355, -1.31632, 5.98702], [-0.76551, 0.20863, 2.24203], [0.02575, 1.17795, 2.44521], [1.16148, 0.97500, 2.93930], [-0.36923, 2.47690, 1.82735], [-0.59831, 3.66053, 2.50888], [-1.01411, 4.77663, 1.79953], [-1.16855, 4.71437, 0.42090], [-0.91056, 3.53585, -0.26195], [-0.52616, 2.39763, 0.43954], [-0.14160, 0.80717, -0.40466], [-1.75816, 0.27207, -1.05485], [-1.76108, -0.89619, -1.82261], [-2.95338, -1.42933, -2.28065], [-4.15679, -0.81296, -1.96292], [-4.16172, 0.33549, -1.18619], [-2.96760, 0.87758, -0.72828], [0.76037, 1.44417, -1.86334], [1.92876, 2.15545, -1.58431], [2.73633, 2.60979, -2.61036], [2.38265, 2.35666, -3.92900], [1.21357, 1.67082, -4.21396], [0.40049, 1.21312, -3.18527], [-0.45723, 3.70379, 3.58133], [-1.21044, 5.70195, 2.32491], [-1.48524, 5.59336, -0.12565], [-1.00270, 3.49163, -1.34063], [-0.82021, -1.38796, -2.04451], [-2.94741, -2.33106, -2.87967], [-5.09033, -1.23139, -2.31623], [-5.09800, 0.81749, -0.93468], [-2.98305, 1.76441, -0.10884], [2.20302, 2.35471, -0.55542], [3.65110, 3.13990, -2.38111], [3.02545, 2.69003, -4.73328], [0.93333, 1.48810, -5.24338], [-0.51047, 0.67788, -3.42140], [-3.15297, -5.90313, 0.55502], [-2.34022, -4.01812, 0.82091], [-3.02575, -2.87550, 1.17458], [-2.11797, -1.89360, 1.23039], [-0.88271, -2.32184, 0.92324], [-1.00429, -3.62538, 0.68606], [-4.07103, -2.71224, 1.37486], [-2.25123, -0.92570, 1.48216], [-0.14443, -4.21824, 0.42143]],
  "atomic_forces_ev_per_a": [[1.1603, -2.6562, -0.8714], [0.1228, -0.3065, -0.2991], [-0.0626, 0.4141, 0.1209], [0.1677, -0.3340, -0.2548], [-0.0033, 0.0723, 0.0766], [-0.1762, -0.2934, 0.2236], [-0.0664, 0.0183, 0.0531], [0.2234, -0.0397, -0.3391], [-0.0239, 0.0182, 0.0960], [0.2690, -0.0628, 0.3498], [-0.0476, 0.0517, -0.2380], [-0.0130, 0.0101, 0.4176], [-0.0069, -0.0299, -0.0494], [-0.0202, 0.0053, 0.0057], [-0.6552, 0.2954, 0.5006], [-0.9786, 1.2156, 0.6213], [0.0243, 0.9572, 0.3372], [-0.0612, -0.0722, -0.2338], [0.1018, -0.0620, 0.0837], [0.0161, 0.0191, 0.0325], [-0.0195, 0.0526, -0.0392], [0.0294, -0.0501, 0.0536], [-0.0362, 0.0287, 0.0543], [-0.0818, 0.9301, -0.9753], [0.1102, -0.2391, 0.1239], [-0.0276, 0.0890, 0.0563], [0.0331, -0.0747, -0.0614], [-0.0329, 0.0352, 0.0332], [-0.0498, -0.0014, -0.0039], [0.0976, -0.0125, 0.0044], [-0.0043, -0.0164, 0.0652], [-0.0612, -0.0261, -0.0527], [-0.0107, -0.0128, 0.0271], [0.0256, 0.0132, -0.0355], [0.0179, 0.0263, -0.0675], [-0.0441, -0.0277, 0.0598], [-0.0076, 0.0151, -0.0097], [-0.0005, 0.0002, -0.0110], [0.0122, -0.0060, 0.0029], [-0.0014, 0.0365, 0.0044], [-0.0372, -0.0584, -0.0317], [0.0132, 0.0016, 0.0153], [0.0072, -0.0047, -0.0048], [0.0011, -0.0122, 0.0039], [0.0009, 0.0372, -0.0099], [0.0825, -0.0244, 0.0127], [-0.0094, 0.0093, -0.0019], [-0.0196, 0.0121, -0.0030], [-0.0097, -0.0247, 0.0139], [0.0251, 0.0170, -0.0098], [0.1253, 0.2105, 0.0178], [-0.1961, -0.2195, -0.0298], [0.0683, -0.0420, -0.0763], [-0.1833, -0.1131, -0.0099], [0.1732, 0.1100, 0.4111], [-0.0822, -0.0129, -0.2266], [0.0219, 0.0418, 0.0173], [0.0498, 0.0484, -0.0086], [0.0503, 0.0434, 0.0584]],
  "gap_ev": [6.29, 6.99],
  "spin_multiplicity": 7,
  "e_homo_ha": [-0.2651, -0.2656],
  "max_force_ev_per_a": 3.03
}

***

No. 2
{
  "formula": "C23H29N7O",
  "method": "the ωB97M-V functional and the def2-TZVPD basis",
  "elements": ["C", "C", "C", "N", "C", "O", "C", "N", "C", "C", "N", "H", "H", "H", "H", "H", "H", "H", "H", "H", "C", "C", "C", "N", "C", "H", "H", "H", "H", "H", "C", "C", "C", "N", "C", "H", "H", "H", "H", "H", "C", "C", "C", "N", "C", "H", "H", "H", "H", "H", "C", "C", "C", "N", "C", "H", "H", "H", "H", "H"],
  "coordinates": [[-1.70146, -2.83686, 1.99357], [-1.89693, -1.61410, 1.14306], [-0.66910, -0.81466, 0.83044], [-3.03636, -1.29018, 0.64834], [-4.08363, -0.58873, 1.31768], [-4.29150, 0.69302, 0.72735], [-3.79729, -0.40174, 2.75681], [-3.68883, -0.36527, 3.89745], [-5.44220, -1.31895, 1.13571], [-5.43961, -1.99055, -0.16154], [-5.40108, -2.51705, -1.17779], [-2.53543, -2.86394, 2.69591], [-0.78639, -2.76930, 2.57092], [-1.72818, -3.73133, 1.37769], [-0.38552, -1.09817, -0.18925], [-0.88129, 0.24974, 0.79867], [0.17585, -1.06354, 1.46222], [-3.61765, 1.27847, 1.09563], [-5.61078, -2.05566, 1.91393], [-6.24988, -0.59368, 1.09591], [-2.81911, 2.97026, -3.66481], [-1.51543, 2.41933, -3.54320], [-1.61448, 1.31849, -2.73284], [-2.92254, 1.18672, -2.35970], [-3.66367, 2.18499, -2.92398], [-3.10384, 3.84113, -4.23076], [-0.61128, 2.78768, -3.99825], [-0.86845, 0.62100, -2.39170], [-3.28400, 0.46534, -1.75723], [-4.72378, 2.25203, -2.75096], [4.09816, -2.52059, -0.83241], [3.58129, -1.63666, -1.81793], [2.35922, -2.12084, -2.20114], [2.11970, -3.26420, -1.48800], [3.17302, -3.51263, -0.64982], [5.04020, -2.43663, -0.31752], [4.05279, -0.74584, -2.19899], [1.64281, -1.75327, -2.91614], [1.29832, -3.83430, -1.56782], [3.17397, -4.37004, 0.00077], [7.25529, 1.58837, -3.97061], [6.74153, 2.47077, -4.95965], [5.52163, 1.98451, -5.34693], [5.28022, 0.84293, -4.63256], [6.32922, 0.59672, -3.78988], [8.19529, 1.67330, -3.45215], [7.21395, 3.35967, -5.34218], [4.80915, 2.35040, -6.06577], [4.45983, 0.27168, -4.71511], [6.32773, -0.26039, -3.13849], [-1.70940, 1.27370, 6.73295], [-0.64488, 1.71091, 7.56766], [0.37037, 2.13029, 6.75049], [-0.03918, 1.96106, 5.45580], [-1.30673, 1.44205, 5.43617], [-2.66153, 0.88136, 7.04737], [-0.62768, 1.71690, 8.64446], [1.34270, 2.53204, 6.97751], [0.50711, 2.18349, 4.64514], [-1.81038, 1.23730, 4.50940]],
  "atomic_forces_ev_per_a": [[-0.3248, 0.7550, 0.5853], [0.1051, -0.2758, -0.2940], [0.0955, -0.5788, -0.8675], [0.7017, 1.2048, 1.5162], [-0.4461, -0.7356, -1.3703], [0.0413, 0.1428, 0.4800], [-0.4764, -0.4938, -0.0252], [0.2019, 0.1504, 0.1760], [-0.0175, 0.1237, -0.5004], [0.1115, -0.0623, 0.1221], [-0.0891, -0.0996, -0.2199], [-0.1303, -0.2955, 0.0079], [0.1975, -0.2487, -0.0580], [0.0161, -0.0803, -0.0876], [0.1607, 0.1114, -0.0918], [-0.0688, 0.0819, 0.0905], [0.0356, 0.0935, 0.1561], [-0.0131, 0.1706, -0.3365], [-0.0120, -0.0162, 0.1412], [-0.0886, 0.0881, 0.4118], [-0.0096, 0.0062, -0.0025], [0.0243, 0.0016, -0.0071], [-0.0189, -0.0151, 0.0447], [-0.0188, -0.1011, 0.0508], [0.0105, -0.0044, 0.0340], [-0.0002, 0.0024, -0.0070], [0.0040, 0.0046, -0.0025], [0.0216, 0.0041, -0.0089], [-0.0072, 0.0225, 0.0404], [-0.0063, 0.0085, -0.0043], [0.0085, 0.0014, 0.0181], [-0.0043, 0.0370, -0.0253], [-0.0673, -0.0255, -0.0211], [-0.0019, 0.0533, 0.0558], [-0.0407, -0.0242, -0.0042], [0.0058, 0.0017, 0.0016], [-0.0107, 0.0303, 0.0411], [0.0128, 0.0018, -0.0224], [0.0094, -0.0202, -0.0357], [0.0233, -0.0100, -0.0036], [-0.0153, 0.0185, 0.0026], [-0.0031, 0.0085, -0.0062], [-0.0079, -0.0275, -0.0044], [-0.0079, 0.0331, 0.0249], [-0.0115, -0.0566, 0.0126], [0.0044, 0.0019, 0.0039], [0.0019, 0.0060, -0.0013], [0.0074, 0.0113, -0.0103], [0.0034, -0.0160, -0.0085], [0.0272, -0.0153, -0.0109], [-0.0200, -0.0061, 0.0138], [0.0041, 0.0072, 0.0034], [0.0157, -0.0144, -0.0259], [-0.0271, 0.0115, 0.0272], [0.1299, 0.0410, -0.0197], [-0.0071, -0.0100, -0.0131], [-0.0014, 0.0034, 0.0061], [0.0043, -0.0041, 0.0158], [0.0021, 0.0230, 0.0012], [-0.0333, -0.0259, 0.0110]],
  "gap_ev": 7.69,
  "e_homo_ha": -0.3033,
  "max_force_ev_per_a": 2.06,
  "smiles": "CC(C)=N[C@](O)(C#N)CC#N.c1cc[nH]c1.c1cc[nH]c1.c1cc[nH]c1.c1cc[nH]c1"
}